{
  "formula": "C34H66N9O11",
  "method": "wB97M-V/def2-TZVPD",
  "homo_energy_ev": -10.67,
  "e_tot_ev": -72254.99333,
  "lumo_energy_ev": -2.553,
  "total_charge": 1,
  "gap_ev": 8.1,
  "elements": ["O", "N", "O", "C", "C", "C", "O", "C", "C", "N", "C", "C", "O", "C", "C", "C", "C", "C", "C", "H", "H", "H", "H", "H", "H", "H", "H", "H", "H", "H", "H", "H", "H", "H", "H", "H", "C", "C", "O", "N", "C", "H", "H", "H", "H", "H", "H", "H", "C", "C", "O", "N", "C", "H", "H", "H", "H", "H", "H", "H", "C", "C", "O", "N", "C", "H", "H", "H", "H", "H", "H", "H", "C", "C", "O", "N", "C", "H", "H", "H", "H", "H", "H", "H", "C", "C", "O", "N", "C", "H", "H", "H", "H", "H", "H", "H", "C", "C", "O", "N", "C", "H", "H", "H", "H", "H", "H", "H", "C", "C", "O", "N", "C", "H", "H", "H", "H", "H", "H", "H"],
  "xyz": [[2.899, -3.605, 0.288], [2.252, -2.979, -0.442], [0.859, -3.109, -0.126], [0.241, -1.860, -0.482], [-1.207, -1.817, -0.021], [-2.133, -2.382, -1.088], [-1.821, -3.741, -1.274], [-2.283, -4.434, -0.139], [-1.592, -4.018, 1.155], [-1.438, -2.513, 1.295], [-0.454, -2.175, 2.371], [-0.683, -0.761, 2.930], [-1.202, -0.650, 3.996], [-0.257, 0.370, 2.071], [-1.239, 1.214, 1.562], [-0.888, 2.230, 0.682], [0.451, 2.393, 0.345], [1.438, 1.572, 0.889], [1.091, 0.538, 1.754], [0.832, -1.035, -0.099], [0.248, -1.764, -1.565], [-1.468, -0.767, 0.084], [-3.179, -2.255, -0.785], [-1.971, -1.810, -1.994], [-3.364, -4.283, -0.081], [-2.069, -5.484, -0.304], [-2.164, -4.387, 1.999], [-0.589, -4.422, 1.198], [-2.343, -2.188, 1.642], [-0.652, -2.849, 3.201], [0.567, -2.351, 2.053], [-2.265, 1.042, 1.858], [-1.676, 2.852, 0.291], [0.719, 3.169, -0.355], [2.463, 1.756, 0.621], [1.857, -0.116, 2.146], [6.139, -0.703, -3.165], [5.207, -1.316, -2.150], [3.989, -1.255, -2.269], [5.768, -1.947, -1.085], [7.179, -2.112, -0.783], [5.558, -0.238, -3.954], [6.763, 0.059, -2.697], [6.777, -1.465, -3.613], [5.097, -2.340, -0.445], [7.426, -3.173, -0.731], [7.408, -1.655, 0.180], [7.793, -1.647, -1.545], [-5.409, 3.316, -2.548], [-4.015, 3.203, -1.987], [-3.751, 2.411, -1.087], [-3.055, 4.006, -2.509], [-3.191, 4.994, -3.566], [-6.056, 2.622, -2.027], [-5.804, 4.321, -2.407], [-5.419, 3.071, -3.610], [-2.146, 3.879, -2.094], [-2.532, 4.740, -4.398], [-2.912, 5.979, -3.190], [-4.212, 5.032, -3.926], [4.092, 4.859, 3.947], [3.287, 3.702, 3.422], [3.187, 3.455, 2.225], [2.660, 2.922, 4.340], [2.679, 3.057, 5.787], [4.532, 5.388, 3.106], [3.451, 5.549, 4.498], [4.887, 4.504, 4.602], [2.124, 2.171, 3.937], [3.086, 2.150, 6.237], [1.664, 3.205, 6.158], [3.295, 3.897, 6.088], [7.926, 5.679, 6.206], [6.853, 4.991, 7.015], [5.871, 4.483, 6.486], [7.008, 4.953, 8.359], [8.094, 5.498, 9.155], [7.657, 5.625, 5.156], [8.011, 6.727, 6.493], [8.888, 5.187, 6.348], [6.258, 4.481, 8.838], [8.578, 4.698, 9.717], [7.704, 6.231, 9.861], [8.833, 5.978, 8.524], [-10.452, 1.740, -3.717], [-9.095, 1.730, -3.054], [-8.436, 2.749, -2.914], [-8.626, 0.534, -2.608], [-9.264, -0.769, -2.681], [-10.684, 2.758, -4.012], [-10.452, 1.107, -4.605], [-11.220, 1.391, -3.026], [-7.719, 0.594, -2.173], [-9.401, -1.173, -1.677], [-8.635, -1.458, -3.248], [-10.230, -0.698, -3.166], [-7.302, -4.255, 1.436], [-7.622, -3.861, 0.012], [-8.171, -2.808, -0.259], [-7.266, -4.732, -0.973], [-6.596, -6.014, -0.849], [-7.643, -3.464, 2.097], [-7.813, -5.180, 1.705], [-6.227, -4.388, 1.569], [-7.514, -4.413, -1.897], [-5.663, -5.973, -1.416], [-7.224, -6.801, -1.268], [-6.378, -6.248, 0.187], [4.602, -2.817, -5.364], [5.396, -2.164, -6.472], [5.646, -0.969, -6.468], [5.830, -2.957, -7.487], [5.633, -4.384, -7.661], [4.324, -2.062, -4.637], [3.690, -3.265, -5.761], [5.198, -3.584, -4.866], [6.352, -2.460, -8.191], [6.598, -4.891, -7.705], [5.099, -4.575, -8.594], [5.058, -4.797, -6.839]],
  "forces_ev_per_a": [[-0.1866, -0.2048, -0.2109], [0.3662, 0.1586, 0.0746], [-0.1617, 0.1398, 0.4427], [0.2985, -0.3297, -0.5763], [0.0827, 0.3485, -0.7852], [0.2399, -0.0557, 0.6503], [-0.2151, 0.0620, -0.1033], [-0.0237, 0.0599, -0.2485], [0.4434, -0.0620, -0.3453], [-0.2972, -0.1531, 0.0167], [-0.0435, -0.1831, 0.9122], [0.6220, 0.0123, -0.9700], [-0.6778, 0.0536, 0.9272], [0.0997, 0.0367, 0.1655], [0.2456, 0.0017, 0.1608], [0.0861, -0.3090, 0.2992], [-0.2107, -0.1437, 0.0935], [-0.2430, -0.0042, -0.1130], [-0.2238, 0.4622, -0.5465], [-0.0794, 0.0340, 0.2653], [-0.0479, 0.0555, -0.1409], [0.0016, 0.0866, 0.3634], [-0.1381, -0.0159, -0.0865], [0.0316, -0.1315, -0.2501], [-0.1438, -0.1393, 0.2080], [-0.0874, -0.1993, 0.0741], [-0.0312, 0.1239, 0.2645], [0.0965, -0.0210, -0.0443], [-0.0245, 0.1551, -0.1017], [-0.1177, -0.1484, 0.0164], [-0.0288, 0.0473, -0.4344], [-0.1603, 0.1701, -0.0491], [-0.0099, 0.1012, -0.1927], [0.1817, 0.1103, -0.0068], [0.1616, -0.0482, 0.0865], [0.0437, -0.0768, 0.1097], [-0.0567, 0.0728, 0.0826], [-0.0450, 0.1112, -0.0841], [0.0503, -0.0285, 0.0885], [0.0528, 0.0642, -0.1141], [-0.2874, -0.1105, 0.1780], [-0.0302, -0.0365, -0.0137], [0.0932, -0.0606, -0.0181], [0.0940, 0.0672, 0.0039], [0.0173, -0.0374, 0.0165], [0.1101, 0.0240, -0.0259], [0.1106, 0.0163, -0.0333], [-0.0135, 0.0139, -0.0218], [0.2083, -0.0240, 0.0729], [-0.1682, -0.0372, -0.0078], [0.2331, -0.0467, 0.0407], [-0.1388, -0.0650, 0.0094], [0.2718, -0.0818, 0.1795], [-0.0140, 0.0123, 0.0337], [-0.0640, -0.0010, -0.1104], [-0.0764, 0.0995, -0.0270], [0.0275, 0.0258, -0.0267], [-0.0661, 0.0542, -0.0689], [-0.0663, 0.0467, -0.0756], [-0.0245, -0.0212, 0.0174], [0.0629, -0.0401, -0.2218], [-0.0174, 0.0824, -0.1386], [0.0584, -0.0034, 0.1266], [0.0809, 0.0764, 0.0436], [-0.1894, -0.1915, -0.1984], [-0.0711, -0.0467, -0.0692], [0.0754, -0.0145, 0.1084], [-0.1226, 0.1521, 0.0618], [-0.0390, 0.0015, 0.0079], [0.0454, 0.0645, 0.0952], [0.0385, 0.0443, 0.0806], [0.0618, -0.0281, -0.0106], [-0.0520, -0.0284, -0.0476], [-0.0700, -0.0411, -0.0135], [0.1018, -0.0151, 0.1512], [0.0957, 0.0622, -0.0874], [-0.2926, -0.1714, 0.0926], [-0.0542, -0.0317, 0.0111], [0.0936, -0.0105, 0.0204], [0.0412, 0.0833, 0.0294], [0.0033, 0.0017, 0.0234], [0.0954, 0.0581, 0.0037], [0.0991, 0.0522, 0.0028], [-0.0016, 0.0018, -0.0288], [0.0185, 0.0592, -0.0094], [0.0630, -0.0221, 0.0639], [-0.0346, -0.0202, -0.0304], [-0.1550, 0.0886, -0.1748], [0.1918, 0.0981, 0.2602], [0.0594, 0.0302, 0.0243], [-0.0762, -0.0538, 0.0390], [-0.0225, -0.0709, -0.0628], [-0.0168, -0.0323, 0.0586], [-0.0105, -0.0791, -0.1169], [-0.0812, -0.0696, -0.0177], [-0.0094, 0.0535, -0.0519], [-0.0439, 0.0609, -0.0156], [0.0027, -0.0405, -0.0536], [0.0369, 0.0394, 0.0294], [0.0319, 0.0389, 0.2551], [-0.1175, 0.3168, -0.4036], [-0.0269, 0.0391, -0.0488], [0.0894, -0.0434, 0.0245], [-0.0210, -0.1026, 0.0321], [-0.0209, -0.0337, -0.0212], [0.0623, -0.2215, 0.0938], [0.0795, -0.1040, 0.0851], [-0.0312, 0.0256, 0.0243], [0.0159, 0.0259, -0.0719], [0.0205, 0.1099, -0.0305], [-0.0158, -0.0316, 0.0414], [-0.0734, -0.0722, 0.1267], [0.1686, 0.2560, -0.2010], [-0.0376, 0.0475, -0.0125], [0.0386, -0.1231, 0.0363], [-0.0967, -0.0834, -0.0204], [0.0015, -0.0037, -0.0131], [-0.0504, -0.1013, 0.0343], [-0.0384, -0.1042, 0.0416], [-0.0106, 0.0149, 0.0225]]
}

***

{
  "formula": "C34H68BFI2N3O14",
  "method": "wB97M-V/def2-TZVPD",
  "homo_energy_ev": -10.84,
  "e_tot_ev": -89075.64106,
  "lumo_energy_ev": -4.653,
  "total_charge": 1,
  "gap_ev": 6.2,
  "elements": ["C", "O", "C", "C", "C", "C", "C", "N", "F", "C", "N", "C", "I", "C", "C", "I", "N", "C", "C", "C", "O", "B", "O", "O", "C", "H", "H", "H", "H", "H", "H", "H", "H", "H", "H", "H", "H", "H", "H", "H", "H", "H", "H", "H", "H", "H", "H", "H", "H", "H", "H", "H", "H", "O", "C", "O", "C", "C", "C", "H", "H", "H", "H", "H", "H", "H", "H", "O", "C", "O", "C", "C", "C", "H", "H", "H", "H", "H", "H", "H", "H", "O", "C", "O", "C", "C", "C", "H", "H", "H", "H", "H", "H", "H", "H", "O", "C", "O", "C", "C", "C", "H", "H", "H", "H", "H", "H", "H", "H", "O", "C", "O", "C", "C", "C", "H", "H", "H", "H", "H", "H", "H", "H"],
  "xyz": [[-1.279, -3.871, 0.439], [0.042, -3.278, 0.698], [1.064, -3.746, -0.251], [1.434, -2.625, -1.427], [0.057, -2.242, -2.296], [-0.511, -3.489, -3.196], [-2.073, -3.265, -3.738], [-2.884, -2.878, -2.522], [-3.301, -4.086, -1.997], [-4.173, -2.166, -2.870], [-5.147, -2.796, -3.654], [-6.430, -1.995, -3.896], [-7.900, -2.095, -2.219], [-6.739, -1.214, -5.124], [-8.091, -0.328, -5.398], [-5.250, -1.217, -6.788], [-4.398, -0.741, -2.339], [-3.186, 0.136, -2.562], [-2.792, 0.397, -4.132], [-3.459, 1.733, -4.806], [-4.534, 2.361, -4.023], [-4.453, -0.936, -0.815], [-3.980, 0.042, 0.186], [-4.989, -2.225, -0.280], [-5.721, -1.891, 0.977], [-1.676, -4.454, 1.395], [-2.027, -2.984, 0.178], [-1.323, -4.617, -0.461], [0.829, -4.768, -0.773], [2.056, -3.915, 0.385], [1.711, -1.636, -0.823], [2.326, -2.954, -2.111], [0.300, -1.359, -3.058], [-0.693, -1.810, -1.510], [0.240, -3.645, -4.096], [-0.464, -4.460, -2.506], [-2.435, -4.357, -4.056], [-2.145, -2.525, -4.642], [-5.025, -3.781, -4.018], [-7.726, 0.798, -5.554], [-8.629, -0.632, -6.393], [-8.855, -0.295, -4.513], [-3.285, 1.199, -2.048], [-2.228, -0.362, -2.057], [-1.611, 0.569, -4.153], [-2.988, -0.524, -4.833], [-2.604, 2.554, -4.925], [-3.872, 1.560, -5.908], [-4.445, 3.357, -4.234], [-2.992, -0.123, 0.391], [-5.004, -1.671, 1.885], [-6.427, -0.956, 0.752], [-6.441, -2.811, 1.179], [5.074, -5.316, 0.877], [4.914, -5.388, 2.093], [3.676, -5.541, 2.613], [3.399, -5.819, 3.999], [3.361, -4.539, 4.810], [6.078, -5.215, 3.028], [4.103, -6.554, 4.400], [2.411, -6.291, 4.027], [4.325, -4.024, 4.797], [3.096, -4.750, 5.850], [2.625, -3.843, 4.394], [6.267, -4.148, 3.169], [6.956, -5.684, 2.575], [5.940, -5.695, 3.995], [3.678, -1.387, 8.928], [2.896, -0.826, 8.166], [2.098, -1.549, 7.349], [1.026, -1.002, 6.557], [1.546, -0.465, 5.239], [2.877, 0.673, 8.058], [0.460, -0.257, 7.124], [0.336, -1.829, 6.360], [2.254, 0.354, 5.388], [0.723, -0.102, 4.619], [2.081, -1.248, 4.690], [3.678, 0.994, 7.388], [3.046, 1.091, 9.055], [1.926, 1.077, 7.715], [-0.984, 1.853, -5.955], [-0.435, 2.666, -6.694], [-0.376, 3.971, -6.351], [0.397, 4.967, -7.050], [-0.376, 5.522, -8.230], [0.096, 2.242, -8.035], [1.378, 4.574, -7.333], [0.582, 5.773, -6.332], [-0.599, 4.746, -8.967], [0.192, 6.315, -8.723], [-1.338, 5.930, -7.901], [-0.726, 2.221, -8.755], [0.519, 1.238, -7.936], [0.897, 2.876, -8.410], [2.894, 4.040, 8.842], [3.011, 4.601, 7.755], [3.729, 4.029, 6.763], [3.777, 4.509, 5.406], [4.817, 5.600, 5.254], [2.439, 5.974, 7.539], [2.785, 4.819, 5.064], [4.063, 3.652, 4.786], [4.581, 6.472, 5.870], [4.889, 5.922, 4.211], [5.800, 5.241, 5.578], [3.133, 6.717, 7.939], [1.488, 6.039, 8.075], [2.219, 6.199, 6.497], [3.661, 3.291, 1.801], [2.729, 3.089, 1.028], [2.209, 1.848, 0.892], [1.008, 1.540, 0.158], [1.306, 1.356, -1.316], [2.210, 4.194, 0.150], [0.232, 2.289, 0.344], [0.630, 0.597, 0.568], [1.702, 2.271, -1.765], [0.402, 1.069, -1.859], [2.065, 0.580, -1.460], [2.852, 4.282, -0.729], [2.241, 5.127, 0.720], [1.176, 4.059, -0.160]],
  "forces_ev_per_a": [[-1.2217, 0.2464, 0.1409], [-0.4746, -1.7726, -2.1000], [2.2033, 0.1002, -0.3768], [-1.4082, 0.5942, 0.8306], [0.8532, 0.5290, -0.3988], [0.3239, 0.1119, 0.7044], [1.9695, -1.6118, -0.4775], [-1.4577, 1.6515, -1.8224], [-0.4962, -0.7730, 0.3239], [-1.8458, -0.0351, -1.4765], [1.4207, 3.5453, 2.1352], [-1.2567, 1.8344, -3.3414], [1.3620, 0.0429, -1.6202], [0.2196, -2.0526, 3.3566], [0.7821, 0.9530, -0.0850], [-1.4008, -0.1088, 1.5465], [1.5348, -3.2603, 0.9283], [2.6922, 1.1224, -0.9966], [0.5790, 0.3617, -0.0300], [0.8616, 1.3744, -0.9885], [1.0733, 1.3325, -0.8745], [-0.3796, -1.5168, 2.5157], [1.1944, -2.1193, -2.2687], [0.6036, 4.0426, -0.4788], [-1.4506, -0.1868, 0.4213], [0.9420, 1.3601, -1.9258], [1.3848, -1.8975, 0.6442], [0.4010, 1.4172, 1.6933], [0.0764, 1.8233, 1.2068], [-2.1479, 0.3313, -1.3823], [-0.3749, -2.1177, -1.4526], [-1.7546, 0.4950, 1.4208], [-0.4301, -1.7367, 1.6592], [1.1798, -1.1171, -1.5628], [-1.7756, 0.2369, 1.7395], [-0.3353, 2.0130, -1.7290], [0.4835, 2.4980, 0.3962], [0.0155, -1.1931, 2.0275], [-0.1130, 1.4606, 0.7179], [-0.6359, -2.4914, 0.3299], [1.2154, 0.2722, 1.9763], [1.6899, -0.4675, -1.6132], [-0.4348, -2.5107, -1.0334], [-1.9394, 0.9220, -1.0933], [-2.6884, -0.3801, 0.0401], [0.1866, 1.6312, 1.5247], [-1.8853, -2.1196, 0.3636], [0.9538, -0.1016, 2.3123], [-0.3300, -2.5398, 0.6261], [-2.3249, 0.4025, -0.4862], [-1.4946, -0.5436, -2.0073], [1.5832, -1.9592, 0.7780], [1.7322, 1.9200, -0.2837], [-0.7741, -0.1739, 2.0366], [0.3801, 0.3426, -1.4750], [-0.1137, -0.2706, -0.5731], [0.0439, 0.2032, 0.2052], [0.1055, 0.1955, 0.0095], [0.3397, -0.5640, 0.1603], [0.0264, 0.1510, -0.0946], [0.1998, 0.0677, -0.3107], [-0.0658, -0.1196, 0.0939], [0.0283, 0.0437, -0.1028], [0.0166, -0.1891, 0.0565], [-0.0175, -0.1226, -0.0083], [-0.1598, 0.3022, -0.0722], [-0.0823, 0.2076, 0.0630], [-1.6602, 0.5654, -1.5958], [1.4779, -0.3238, 1.1208], [-0.2176, -0.5721, 0.1576], [0.1873, 0.1082, -0.0367], [0.2360, 0.1094, -0.0914], [-0.3915, 0.2020, 0.4543], [0.1751, -0.0046, -0.0322], [0.2762, -0.0273, 0.2257], [-0.1504, -0.0196, 0.0107], [0.0454, -0.0410, 0.0444], [-0.1633, 0.0528, 0.0862], [-0.0899, 0.0259, 0.1041], [0.2173, -0.0743, -0.2907], [0.0925, 0.0294, -0.1860], [1.3067, 1.5179, -1.0713], [-0.5515, -0.6019, 0.3623], [-0.1078, -0.6663, 0.6195], [0.0259, 0.2294, -0.3299], [-0.2036, -0.0901, -0.1380], [0.6071, -0.2269, 0.0183], [-0.1741, -0.0810, -0.0035], [-0.1562, -0.3554, 0.0768], [0.1303, 0.0881, 0.0257], [-0.0525, -0.0879, 0.0792], [0.2122, 0.0097, 0.0238], [0.0934, 0.0090, 0.0684], [-0.3180, 0.1028, -0.0230], [-0.1875, 0.1083, -0.0871], [0.3610, 0.6362, -2.1364], [0.0200, -0.5286, 1.5722], [-0.2370, -0.5002, 0.2953], [0.1772, 0.1527, -0.1071], [0.1111, 0.1870, 0.1422], [-0.6399, 0.0579, -0.2127], [0.0711, 0.0432, 0.1374], [-0.1021, 0.0219, 0.3182], [-0.0486, -0.0485, -0.1181], [-0.0161, -0.0803, 0.0881], [-0.1773, -0.0375, -0.1222], [-0.0853, -0.0834, -0.0448], [0.3295, 0.0118, 0.1285], [0.2183, 0.0847, -0.0137], [-1.8154, -0.7633, -1.2536], [1.5050, 0.4482, 0.8774], [0.0194, -0.1689, 0.4853], [0.1310, 0.0813, -0.1652], [0.2118, 0.0962, -0.1596], [-0.4817, 0.3886, 0.2353], [0.1478, 0.0475, -0.0519], [0.2886, 0.1407, 0.1614], [-0.1494, -0.0492, 0.0396], [0.0307, 0.0032, 0.0280], [-0.1768, 0.0628, 0.0803], [-0.0667, 0.0000, 0.1017], [0.2545, -0.1794, -0.1595], [0.0728, -0.0972, -0.1814]]
}